Record 1
Here is a 2-piece molecular cluster, C2H6IN2S overall from OMol25. Energies are from the ωB97M-V functional and the def2-TZVPD basis.

Geometry (Å):
C -1.688 -2.232 0.018
H -0.986 -1.160 1.537
H 2.921 2.363 0.131
S 0.521 1.602 0.153
H -1.603 -3.507 -1.635
H 1.800 3.633 0.133
H -2.736 -0.890 1.048
N -1.565 -3.120 -0.693
I 1.227 -0.662 0.180
N -1.783 -1.398 0.919
H 1.928 2.788 -1.431
C 1.967 2.585 -0.360

Summary:
Net charge: +1
Max |F| in eV/A: 5.6
Kohn-Sham gap in eV: 7.93
Energy relative to the best compared isomer or geometry (same formula, charge and spin) in eV: 1.051
2S+1: 1

The Mulliken scheme yields these atomic charges, measured in e:
1. C 0.38
2. H 0.21
3. H 0.35
4. S -0.05
5. H 0.36
6. H 0.28
7. H 0.32
8. N -0.02
9. I -0.01
10. N -0.33
11. H 0.32
12. C -0.82

Record 2
Here is C2H6BaO3 as an isolated structure from OMol25. Energies are from the ωB97M-V functional and the def2-TZVPD basis.

Geometry (Å):
C -1.329 0.797 0.109
C -1.508 -0.715 0.081
O 3.527 -0.367 -0.051
H -1.343 -1.106 -0.936
H -2.125 1.261 -0.506
O 2.340 0.548 0.635
H -2.525 -0.997 0.390
Ba 1.926 0.625 -1.643
O -0.081 1.215 -0.345
H -1.487 1.164 1.142
H -0.788 -1.200 0.758
H 3.392 -1.225 0.367

Summary:
Max |F| in eV/A: 3.0
Kohn-Sham gap in eV: 6.55
Energy relative to the best compared isomer or geometry (same formula, charge and spin) in eV: 1.154
2S+1: 1

The Mulliken scheme yields these atomic charges, measured in e:
1. C -0.33
2. C -0.87
3. O -0.61
4. H 0.19
5. H 0.24
6. O -0.47
7. H 0.34
8. Ba 1.57
9. O -0.82
10. H 0.22
11. H 0.21
12. H 0.34

Record 3
Here is C5H10NO2 as an isolated structure from OMol25. Energies are from the ωB97M-V functional and the def2-TZVPD basis.

Geometry (Å):
C 0.076 -0.703 -0.351
H -3.317 1.001 1.013
H 0.423 -1.288 0.535
N -1.318 0.866 1.022
C 1.405 -0.468 -1.050
O 2.713 -0.796 1.021
H 0.671 0.795 0.800
H -0.242 1.366 -0.699
O -2.812 -0.795 0.074
H 3.512 -0.555 -0.905
C -2.577 0.531 0.348
H -0.872 -1.171 -0.534
C -0.213 0.662 0.150
H 1.640 -1.045 -1.973
H -2.482 1.192 -0.594
H -1.297 0.204 1.786
C 2.633 -0.395 -0.228
H 2.057 0.598 -0.415

Summary:
Net charge: -1
Max |F| in eV/A: 6.9
Kohn-Sham gap in eV: 5.57
Energy relative to the best compared isomer or geometry (same formula, charge and spin) in eV: 7.365
2S+1: 1

The Mulliken scheme yields these atomic charges, measured in e:
1. C -0.09
2. H 0.33
3. H 0.19
4. N -0.34
5. C -0.55
6. O -0.64
7. H 0.47
8. H 0.27
9. O -0.89
10. H 0.36
11. C -0.41
12. H 0.55
13. C -1.14
14. H 0.31
15. H 0.19
16. H 0.29
17. C -0.14
18. H 0.26

Record 4
Here is C16H45N4O5Tl as an isolated structure from OMol25. Energies are from the ωB97M-V functional and the def2-TZVPD basis.

Geometry (Å):
H -6.011 -13.606 -22.282
H -11.818 -13.935 -22.853
H -11.131 -15.964 -27.501
H -11.391 -15.781 -24.970
H -10.579 -15.388 -23.317
H -10.586 -16.576 -23.906
H -9.097 -14.761 -23.372
H -13.723 -15.950 -25.993
H -9.343 -17.369 -24.351
H -8.866 -15.242 -25.666
H -8.348 -16.395 -18.955
H -10.111 -13.995 -19.675
H -8.770 -15.192 -21.653
H -13.123 -19.915 -24.772
C -9.158 -18.660 -22.911
C -10.033 -13.173 -20.387
C -10.948 -16.993 -27.192
C -7.951 -17.070 -19.713
H -14.013 -14.812 -23.096
O -10.941 -16.143 -22.814
H -6.617 -15.111 -22.941
H -12.342 -14.471 -22.879
C -13.570 -16.591 -25.126
N -13.352 -19.008 -24.391
N -9.969 -17.616 -23.598
H -9.756 -19.443 -22.443
H -9.992 -16.894 -22.891
C -13.062 -14.800 -23.628
O -8.901 -17.709 -20.650
Tl -11.906 -17.827 -23.188
H -8.173 -16.569 -26.517
C -8.503 -19.604 -23.986
C -7.053 -15.993 -24.223
H -8.124 -19.137 -24.895
H -14.548 -16.535 -24.649
C -8.986 -14.386 -22.354
H -7.181 -16.417 -20.123
C -14.206 -18.462 -26.722
O -12.639 -16.129 -24.143
H -10.083 -12.663 -22.396
H -9.086 -12.682 -20.165
H -13.044 -14.113 -24.474
H -6.616 -16.516 -23.372
H -15.283 -18.377 -26.571
H -14.009 -17.798 -27.563
H -7.614 -17.853 -19.034
C -8.848 -16.332 -25.694
O -7.919 -13.517 -22.407
C -6.730 -14.028 -22.985
H -10.667 -12.379 -19.992
H -9.935 -18.251 -25.720
H -12.257 -18.150 -25.926
H -9.235 -20.339 -24.321
H -10.185 -17.335 -27.891
H -7.756 -20.217 -23.480
C -8.232 -18.041 -21.875
H -7.944 -17.119 -22.379
H -7.317 -18.610 -21.710
H -11.463 -15.194 -21.925
N -11.092 -16.724 -24.767
H -6.268 -16.107 -24.970
H -7.099 -14.907 -24.140
N -11.462 -14.184 -21.941
C -10.160 -17.189 -25.815
C -10.160 -13.584 -21.819
O -8.139 -16.769 -24.533
H -11.858 -17.588 -27.264
C -13.260 -18.049 -25.511
H -14.328 -19.186 -24.203
H -6.626 -13.690 -24.016
H -14.138 -19.503 -27.039

Summary:
Net charge: +2
Max |F| in eV/A: 19.9
Kohn-Sham gap in eV: 5.29
2S+1: 1

The Mulliken scheme yields these atomic charges, measured in e:
1. H 0.49
2. H 0.24
3. H 0.35
4. H 0.44
5. H 0.85
6. H -1.12
7. H -0.15
8. H 0.38
9. H -0.04
10. H 0.19
11. H 0.30
12. H 0.32
13. H -0.16
14. H 0.39
15. C 0.28
16. C -1.76
17. C -1.11
18. C -0.94
19. H 0.45
20. O -0.48
21. H 0.07
22. H 0.23
23. C -0.49
24. N -0.41
25. N 0.50
26. H 0.37
27. H 0.76
28. C -1.29
29. O -0.42
30. Tl 0.79
31. H 0.77
32. C -1.16
33. C -1.34
34. H 0.16
35. H 0.44
36. C 1.16
37. H 0.35
38. C -1.71
39. O -0.49
40. H 0.43
41. H 0.40
42. H 0.38
43. H 0.41
44. H 0.45
45. H 0.46
46. H 0.36
47. C -1.22
48. O -0.49
49. C -0.65
50. H 0.41
51. H -0.14
52. H 0.02
53. H 0.36
54. H 0.52
55. H 0.52
56. C 0.30
57. H -0.79
58. H 0.56
59. H 0.98
60. N 0.55
61. H 0.48
62. H 0.33
63. N -0.85
64. C -0.39
65. C 0.05
66. O -0.25
67. H 0.40
68. C 0.14
69. H 0.34
70. H 0.30
71. H 0.41

Record 5
Here is one molecule with the formula C4H8 from OMol25. Energies are from the ωB97M-V functional and the def2-TZVPD basis.

Geometry (Å):
H 1.738 -0.555 -1.523
C -0.645 -0.615 1.099
H 1.210 -1.849 -0.590
H 0.618 1.988 -0.245
H -1.184 1.556 -0.054
C -0.193 1.257 -0.551
C 0.199 -0.079 -0.067
H -0.252 1.215 -1.646
H -0.737 0.253 1.892
H -0.154 -1.493 1.461
H -1.709 -0.863 1.010
C 1.108 -0.815 -0.785

Summary:
SMILES string: C=C(C)C
Max |F| in eV/A: 5.3
Kohn-Sham gap in eV: 10.07
Energy relative to the best compared isomer or geometry (same formula, charge and spin) in eV: 0.914
2S+1: 1

The Mulliken scheme yields these atomic charges, measured in e:
1. H 0.38
2. C -1.18
3. H 0.28
4. H 0.24
5. H 0.29
6. C -1.06
7. C 0.96
8. H 0.32
9. H 0.28
10. H 0.36
11. H 0.30
12. C -1.16

Record 6
Here is C2H6O2Sc as an isolated structure from OMol25. Energies are from the ωB97M-V functional and the def2-TZVPD basis.

Geometry (Å):
H 0.967 2.058 -0.559
C 0.840 1.147 0.037
H 1.712 0.479 -0.051
O 0.460 -2.021 -0.428
H 0.838 1.390 1.114
Sc -0.260 -1.936 1.404
H -1.063 0.870 -1.145
O -1.098 -0.128 0.691
H 0.056 -2.271 -1.259
C -0.398 0.448 -0.389
H -2.053 -0.035 0.583

Summary:
⟨S²⟩: 0.7665
Net charge: +2
Max |F| in eV/A: 3.7
Kohn-Sham gap (spin up / spin down) in eV: 5.69 / 10.13
Energy relative to the best compared isomer or geometry (same formula, charge and spin) in eV: 1.374
2S+1: 2

The Mulliken scheme yields these atomic charges, measured in e:
1. H 0.35
2. C -0.94
3. H 0.35
4. O -0.70
5. H 0.34
6. Sc 1.60
7. H 0.42
8. O -0.44
9. H 0.35
10. C 0.27
11. H 0.40

Record 7
Here is an isolated ion of composition C16H21N2O4S and charge +1 from OMol25. Energies are from the ωB97M-V functional and the def2-TZVPD basis.

Geometry (Å):
S -0.311 -0.045 -0.559
H 3.495 0.590 2.505
C 4.455 -2.408 0.005
H 2.742 0.541 -1.242
C 1.518 2.220 1.415
H 3.016 2.332 -0.694
C 3.559 0.775 1.294
O 0.414 -0.785 0.569
H -0.507 1.164 1.528
H 5.939 0.355 -0.940
C 2.334 1.492 -0.912
H -6.881 0.790 -0.471
C -4.798 -0.624 0.397
O -0.037 -0.485 -2.074
N -0.021 1.392 -0.408
C 5.371 -1.846 -0.850
H -5.084 0.111 -1.617
H -7.925 -0.625 0.312
N 2.180 1.198 0.760
H -4.231 -1.211 2.139
H 1.605 0.328 0.733
H 1.948 3.263 0.924
H -6.844 -0.975 -1.100
H -0.371 3.186 0.936
C 0.977 1.981 -1.221
H -2.723 0.400 -2.088
H 4.256 1.739 1.110
O -5.992 -0.868 0.563
C 0.135 2.056 0.890
C -2.097 -0.279 -0.308
C -7.005 -0.363 -0.103
C -3.840 -0.718 1.316
C -2.992 0.095 -1.289
C 5.307 -0.336 -0.452
C 4.298 -0.385 0.558
C -2.401 -0.849 1.011
O 3.708 -1.696 0.697
C -4.409 -0.167 -0.726
H 4.102 -3.544 0.052
H 0.918 1.793 -2.378
H 0.958 3.174 -1.174
H 1.532 1.946 2.600
H 6.151 -2.068 -1.351
H -1.671 -1.297 1.620

Summary:
Net charge: +1
SMILES string: COc1ccc(S(=O)(=O)N2CC[NH+](Cc3ccco3)CC2)cc1
Max |F| in eV/A: 16.8
Kohn-Sham gap in eV: 9.29
2S+1: 1

The Mulliken scheme yields these atomic charges, measured in e:
1. S 1.40
2. H 0.32
3. C -0.11
4. H 0.52
5. C -0.38
6. H 0.52
7. C -0.38
8. O -0.85
9. H 0.38
10. H 0.47
11. C -0.79
12. H 0.27
13. C 1.48
14. O -0.75
15. N 0.15
16. C -0.74
17. H 0.20
18. H 0.26
19. N 0.21
20. H 0.42
21. H 0.44
22. H 0.28
23. H 0.32
24. H 0.27
25. C -0.81
26. H 1.03
27. H 0.29
28. O -0.46
29. C -0.52
30. C -0.07
31. C -0.74
32. C -1.14
33. C -1.52
34. C -0.35
35. C -0.09
36. C -0.51
37. O -0.18
38. C -0.33
39. H 0.31
40. H 0.35
41. H 0.30
42. H 0.32
43. H 0.58
44. H 0.63

> max |F| of number 5 (C4H8)?

5.3 eV/A